(1)
{"formula": "C23H36IrN7O5S3", "method": "ωB97M-V/def2-TZVPD", "elements": ["Ir", "C", "C", "N", "C", "C", "S", "C", "C", "N", "H", "H", "H", "H", "H", "H", "H", "H", "H", "H", "H", "H", "H", "H", "C", "N", "C", "C", "N", "C", "S", "H", "H", "H", "H", "H", "H", "H", "H", "N", "C", "C", "C", "C", "C", "C", "S", "O", "O", "O", "H", "H", "H", "H", "H", "H", "O", "C", "N", "C", "O", "C", "C", "C", "C", "N", "C", "H", "H", "H", "H", "H", "H", "H", "H"], "positions_angstrom": [[-1.090, -0.961, -0.865], [-0.311, -2.577, -3.317], [-0.203, -3.493, -2.120], [-1.167, -3.111, -1.052], [-2.554, -3.623, -1.169], [-3.389, -2.860, -2.182], [-3.178, -1.043, -2.046], [-2.627, -0.585, -3.728], [-1.137, -0.287, -3.793], [-0.335, -1.153, -2.882], [-1.220, -2.772, -3.880], [0.523, -2.759, -3.995], [0.792, -3.399, -1.684], [-0.339, -4.535, -2.418], [-0.783, -3.496, -0.192], [-3.009, -3.534, -0.182], [-2.555, -4.685, -1.426], [-4.443, -3.063, -1.995], [-3.186, -3.150, -3.210], [-3.180, 0.310, -4.008], [-2.957, -1.381, -4.395], [-0.969, 0.739, -3.478], [-0.782, -0.379, -4.823], [0.610, -0.777, -2.903], [1.418, 3.120, 0.535], [-0.017, 3.295, 0.626], [-0.597, 4.380, 1.462], [-2.097, 4.311, 1.137], [-2.172, 3.080, 0.342], [-0.978, 2.616, 0.037], [-0.783, 1.377, -1.183], [1.830, 3.034, 1.542], [1.865, 3.988, 0.050], [1.659, 2.232, -0.040], [-0.145, 5.333, 1.192], [-0.414, 4.193, 2.520], [-2.434, 5.156, 0.537], [-2.689, 4.249, 2.039], [-3.003, 2.780, -0.137], [-2.114, -0.943, 1.012], [-1.853, 0.018, 2.111], [-2.907, 0.508, 2.865], [-2.640, 1.422, 3.885], [-1.330, 1.808, 4.147], [-0.289, 1.284, 3.395], [-0.547, 0.405, 2.360], [-0.917, 3.124, 5.334], [0.335, 2.664, 5.886], [-2.060, 3.171, 6.206], [-0.777, 4.263, 4.433], [-3.108, -0.900, 0.803], [-1.946, -1.868, 1.406], [-3.928, 0.198, 2.662], [-3.438, 1.837, 4.487], [0.722, 1.595, 3.630], [0.264, 0.059, 1.735], [6.195, -1.006, -2.843], [6.444, -0.314, -1.637], [5.433, -0.742, -0.699], [4.212, -0.167, -0.700], [3.921, 0.871, -1.259], [3.123, -0.896, 0.056], [3.273, -1.626, 1.224], [2.141, -2.178, 1.812], [0.912, -1.984, 1.220], [0.760, -1.277, 0.084], [1.852, -0.740, -0.470], [6.825, -0.715, -3.513], [6.354, 0.764, -1.760], [7.423, -0.564, -1.225], [5.521, -1.682, -0.346], [4.241, -1.740, 1.695], [2.203, -2.736, 2.736], [0.018, -2.381, 1.683], [1.726, -0.098, -1.330]], "energy_ev": -80435.4534, "total_charge": 2}

=====

(2)
{"formula": "C23H36IrN7O5S3", "method": "ωB97M-V/def2-TZVPD", "elements": ["Ir", "C", "C", "N", "C", "C", "S", "C", "C", "N", "H", "H", "H", "H", "H", "H", "H", "H", "H", "H", "H", "H", "H", "H", "C", "N", "C", "C", "N", "C", "S", "H", "H", "H", "H", "H", "H", "H", "H", "N", "C", "C", "C", "C", "C", "C", "S", "O", "O", "O", "H", "H", "H", "H", "H", "H", "O", "C", "N", "C", "O", "C", "C", "C", "C", "N", "C", "H", "H", "H", "H", "H", "H", "H", "H"], "positions_angstrom": [[-0.111, -0.651, -0.165], [-2.820, -0.009, -1.411], [-3.061, -1.162, -0.481], [-1.984, -1.240, 0.567], [-2.309, -0.477, 1.809], [-2.194, 1.020, 1.604], [-0.602, 1.420, 0.778], [-1.126, 2.387, -0.698], [-1.079, 1.572, -1.993], [-1.348, 0.144, -1.718], [-3.170, 0.933, -0.995], [-3.385, -0.199, -2.328], [-3.056, -2.087, -1.039], [-4.041, -1.088, -0.011], [-1.945, -2.221, 0.842], [-1.619, -0.802, 2.586], [-3.323, -0.724, 2.130], [-2.199, 1.532, 2.564], [-3.003, 1.425, 1.003], [-0.473, 3.256, -0.753], [-2.124, 2.763, -0.477], [-0.114, 1.649, -2.482], [-1.824, 1.959, -2.691], [-1.183, -0.400, -2.564], [2.798, 0.877, 2.153], [3.245, -0.499, 2.153], [4.662, -0.842, 2.369], [4.651, -2.381, 2.445], [3.250, -2.680, 2.119], [2.508, -1.584, 2.019], [0.786, -1.702, 1.808], [3.206, 1.410, 1.291], [3.140, 1.369, 3.063], [1.714, 0.902, 2.122], [5.011, -0.376, 3.290], [5.263, -0.462, 1.541], [4.900, -2.748, 3.439], [5.312, -2.844, 1.715], [2.844, -3.601, 2.146], [0.272, -2.573, -1.105], [-0.816, -3.062, -1.934], [-1.002, -2.486, -3.185], [-2.228, -2.627, -3.807], [-3.242, -3.332, -3.165], [-2.954, -4.114, -2.055], [-1.725, -3.968, -1.417], [-4.947, -2.855, -3.512], [-4.953, -1.685, -2.610], [-5.756, -3.952, -3.058], [-4.968, -2.510, -4.908], [0.445, -3.237, -0.349], [1.131, -2.567, -1.654], [-0.202, -1.909, -3.646], [-2.455, -2.139, -4.748], [-3.735, -4.741, -1.642], [-1.514, -4.497, -0.491], [6.743, -3.673, -0.081], [6.866, -3.264, -1.434], [6.066, -2.077, -1.609], [4.722, -2.159, -1.719], [4.096, -3.193, -1.843], [3.942, -0.866, -1.649], [4.193, 0.317, -2.319], [3.281, 1.353, -2.173], [2.130, 1.152, -1.440], [1.832, -0.022, -0.848], [2.765, -0.978, -0.926], [7.035, -4.589, -0.005], [6.504, -4.033, -2.114], [7.899, -3.010, -1.673], [6.495, -1.181, -1.450], [5.075, 0.441, -2.936], [3.451, 2.315, -2.637], [1.435, 1.962, -1.290], [2.572, -1.905, -0.410]], "energy_ev": -80436.0444, "total_charge": 2}

=====

(3)
{"formula": "C23H36N9O2Ru", "method": "ωB97M-V/def2-TZVPD", "elements": ["Ru", "O", "C", "C", "C", "C", "C", "C", "C", "C", "N", "H", "H", "H", "H", "H", "H", "H", "H", "H", "H", "H", "C", "N", "C", "C", "C", "N", "C", "C", "O", "H", "H", "H", "H", "H", "H", "H", "H", "H", "H", "H", "H", "C", "N", "C", "C", "N", "N", "C", "C", "H", "H", "H", "H", "H", "H", "H", "H", "H", "H", "H", "H", "H", "N", "C", "C", "C", "N", "C", "N"], "positions_angstrom": [[-0.165, -0.511, -0.086], [1.833, -0.555, 1.244], [3.050, -0.929, 0.550], [3.648, 0.237, -0.205], [2.662, 0.888, -1.179], [2.172, -0.059, -2.239], [2.955, -0.343, -3.350], [2.483, -1.202, -4.324], [1.220, -1.757, -4.175], [0.499, -1.439, -3.046], [0.959, -0.623, -2.082], [1.996, 0.216, 1.802], [2.749, -1.727, -0.128], [3.762, -1.347, 1.262], [4.529, -0.131, -0.738], [4.010, 0.994, 0.497], [3.126, 1.754, -1.652], [1.805, 1.283, -0.626], [3.925, 0.128, -3.452], [3.083, -1.426, -5.196], [0.801, -2.419, -4.920], [-0.494, -1.844, -2.893], [-2.669, 0.215, 2.451], [-2.323, 1.620, 2.323], [-3.221, 2.531, 3.044], [-3.084, 3.938, 2.514], [-1.625, 4.325, 2.572], [-0.813, 3.327, 1.870], [0.474, 3.804, 1.377], [-1.141, 2.027, 1.807], [-0.341, 1.211, 1.253], [-3.680, 0.052, 2.073], [-2.647, -0.093, 3.500], [-1.978, -0.412, 1.901], [-2.992, 2.501, 4.114], [-4.235, 2.152, 2.919], [-3.680, 4.623, 3.115], [-3.447, 3.993, 1.485], [-1.288, 4.415, 3.608], [-1.449, 5.285, 2.088], [0.312, 4.652, 0.712], [0.985, 3.017, 0.835], [1.101, 4.131, 2.209], [-2.258, -3.056, -0.925], [-2.345, -3.424, 0.476], [-3.687, -3.726, 0.985], [-1.303, -3.193, 1.299], [-0.337, -2.352, 0.939], [-1.284, -3.834, 2.485], [-1.772, -5.211, 2.618], [-0.378, -3.403, 3.542], [-3.048, -3.571, -1.467], [-1.298, -3.359, -1.337], [-2.402, -1.980, -1.080], [-4.394, -3.023, 0.542], [-3.711, -3.605, 2.065], [-3.998, -4.738, 0.730], [0.465, -2.409, 1.555], [-2.134, -5.580, 1.663], [-2.571, -5.279, 3.356], [-0.945, -5.847, 2.935], [0.621, -3.837, 3.432], [-0.787, -3.730, 4.495], [-0.303, -2.317, 3.559], [-1.777, 0.593, -1.215], [-2.866, 0.864, -1.468], [-4.242, 1.093, -1.756], [-4.688, 2.352, -2.182], [-5.057, 3.394, -2.521], [-5.110, 0.000, -1.536], [-5.739, -0.937, -1.297]], "multiplicity": 6, "energy_ev": -44507.1651, "total_charge": 2}

=====

(4)
{"formula": "C23H37Br2MnNO11P2SSi", "method": "ωB97M-V/def2-TZVPD", "elements": ["Mn", "O", "C", "C", "C", "N", "C", "Br", "C", "H", "H", "H", "H", "C", "C", "C", "C", "O", "Si", "S", "O", "C", "C", "C", "C", "O", "C", "C", "C", "C", "H", "H", "H", "H", "H", "H", "H", "H", "H", "H", "H", "H", "H", "H", "H", "H", "H", "H", "H", "H", "H", "H", "H", "H", "H", "H", "H", "O", "P", "O", "O", "O", "P", "O", "O", "O", "H", "H", "Br", "C", "C", "C", "C", "C", "C", "H", "H", "H", "H"], "positions_angstrom": [[0.733, -0.616, -1.486], [-4.696, 1.577, -4.264], [-3.616, 1.064, -3.601], [-2.528, 1.839, -3.223], [-1.495, 1.231, -2.540], [-1.470, -0.074, -2.225], [-2.508, -0.790, -2.620], [-2.554, -2.648, -2.267], [-3.611, -0.285, -3.299], [-4.563, 2.523, -4.377], [-2.473, 2.896, -3.454], [-0.640, 1.802, -2.203], [-4.433, -0.925, -3.579], [-0.392, -3.326, 0.867], [-0.854, -2.125, 1.682], [-2.376, -2.036, 1.722], [-0.308, -2.225, 3.106], [-0.308, -0.993, 1.005], [-0.203, 0.608, 1.419], [0.778, 1.581, -0.082], [0.496, 0.726, 2.925], [1.827, 0.954, 3.358], [2.290, 2.367, 3.009], [2.755, -0.078, 2.719], [1.793, 0.781, 4.875], [-1.786, 1.020, 1.729], [-2.378, 2.211, 2.206], [-3.394, 2.649, 1.153], [-1.366, 3.332, 2.442], [-3.077, 1.864, 3.520], [-0.719, -4.256, 1.342], [0.695, -3.326, 0.778], [-0.801, -3.286, -0.143], [-2.785, -2.953, 2.155], [-2.771, -1.921, 0.717], [-2.699, -1.182, 2.316], [-0.746, -3.097, 3.599], [-0.546, -1.334, 3.686], [0.776, -2.345, 3.083], [2.215, 2.537, 1.936], [3.327, 2.502, 3.322], [1.672, 3.109, 3.519], [2.673, -0.039, 1.632], [2.490, -1.084, 3.046], [3.794, 0.115, 2.995], [1.135, 1.529, 5.322], [2.793, 0.893, 5.299], [1.412, -0.211, 5.126], [-2.873, 2.949, 0.243], [-3.996, 3.488, 1.512], [-4.053, 1.814, 0.908], [-0.729, 3.457, 1.566], [-0.730, 3.101, 3.295], [-1.893, 4.269, 2.636], [-3.865, 1.129, 3.345], [-3.518, 2.753, 3.978], [-2.349, 1.434, 4.208], [2.214, -4.305, -0.629], [2.963, -2.953, -1.118], [4.397, -3.067, -0.800], [2.189, -1.754, -0.618], [2.737, -3.030, -2.733], [1.319, -3.094, -3.500], [0.803, -4.616, -3.103], [1.534, -3.058, -4.959], [0.343, -2.214, -2.772], [1.486, -4.541, -1.218], [1.083, -5.196, -3.815], [4.623, 2.644, -5.982], [3.487, 1.701, -4.748], [2.141, 1.584, -5.026], [1.334, 0.905, -4.115], [1.810, 0.342, -2.923], [3.195, 0.483, -2.718], [4.034, 1.149, -3.604], [1.731, 1.996, -5.940], [0.287, 0.794, -4.383], [3.643, 0.054, -1.827], [5.096, 1.230, -3.408]], "multiplicity": 2, "energy_ev": -257175.1554, "total_charge": -2}

=====

(5)
{"formula": "C23H37BrCa2Cl3CsF4KNO9S", "method": "ωB97M-V/def2-TZVPD", "elements": ["O", "C", "C", "N", "C", "C", "C", "F", "C", "F", "F", "S", "O", "O", "F", "C", "C", "C", "C", "C", "C", "H", "H", "H", "H", "H", "H", "H", "H", "H", "H", "H", "Cs", "C", "O", "C", "C", "O", "C", "C", "O", "C", "H", "H", "H", "H", "H", "H", "H", "H", "H", "H", "H", "H", "H", "H", "O", "C", "C", "O", "H", "H", "H", "H", "K", "Cl", "Ca", "Br", "Ca", "C", "O", "H", "H", "H", "H", "Cl", "C", "C", "Cl", "H", "H", "H", "H"], "positions_angstrom": [[2.899, -0.483, 4.344], [2.858, -0.300, 3.046], [1.488, -0.698, 2.192], [0.741, 0.549, 1.722], [-0.015, 1.164, 2.843], [-0.570, 2.631, 2.535], [0.356, 3.567, 1.650], [1.459, 4.220, 2.250], [0.154, 3.892, 0.236], [-0.741, 4.916, -0.085], [0.769, 3.255, -0.860], [-0.287, -0.027, 0.450], [-1.358, 0.907, 0.032], [0.590, -0.253, -0.793], [-0.929, -1.528, 0.801], [4.081, 0.341, 2.229], [5.591, -0.212, 2.451], [6.818, 0.436, 1.621], [6.546, 1.618, 0.550], [5.052, 2.189, 0.304], [3.817, 1.546, 1.185], [0.836, -1.365, 2.833], [1.893, -1.267, 1.265], [0.660, 1.244, 3.755], [-0.875, 0.490, 3.161], [-0.730, 3.162, 3.537], [-1.572, 2.514, 2.023], [5.852, -1.024, 3.182], [7.887, 0.097, 1.753], [7.353, 2.107, -0.072], [4.829, 3.050, -0.458], [2.759, 2.030, 0.977], [3.230, 0.510, -0.876], [-1.766, -4.386, -7.965], [-1.812, -3.362, -6.982], [-3.047, -2.641, -6.983], [-3.383, -2.154, -5.577], [-3.877, -3.182, -4.712], [-2.932, -4.169, -4.288], [-1.904, -3.649, -3.286], [-0.924, -2.847, -3.947], [-0.427, -1.798, -3.126], [-1.762, -3.948, -8.965], [-0.847, -4.963, -7.816], [-2.615, -5.065, -7.855], [-3.863, -3.268, -7.357], [-2.924, -1.784, -7.652], [-4.197, -1.431, -5.663], [-2.545, -1.626, -5.119], [-2.459, -4.652, -5.145], [-3.524, -4.938, -3.787], [-1.379, -4.494, -2.827], [-2.415, -3.080, -2.504], [-1.248, -1.181, -2.753], [0.223, -1.164, -3.732], [0.149, -2.208, -2.291], [-1.134, 1.839, 8.815], [-1.776, 2.303, 7.701], [-0.937, 1.949, 6.407], [-1.566, 2.417, 5.314], [-1.956, 3.389, 7.647], [-2.801, 1.901, 7.513], [-0.768, 0.855, 6.458], [0.085, 2.339, 6.605], [0.100, -3.331, -5.983], [3.977, 4.712, 1.171], [6.318, 2.324, 2.926], [2.561, -2.515, 4.495], [-2.539, 0.768, 9.721], [-1.604, -2.543, 5.801], [-0.803, -1.478, 6.293], [-2.388, -2.757, 6.527], [-2.062, -2.255, 4.851], [-0.990, -3.437, 5.662], [-0.119, -1.308, 5.635], [-2.073, 4.444, -5.941], [-2.380, 3.490, -4.469], [-1.158, 3.398, -3.581], [0.138, 2.417, -4.318], [-2.730, 2.503, -4.773], [-3.189, 3.988, -3.932], [-1.421, 2.918, -2.637], [-0.749, 4.384, -3.358]], "energy_ev": -227399.2548, "total_charge": 2}

=====

(6)
{"formula": "C23H37Cl8F3O15", "method": "ωB97M-V/def2-TZVPD", "elements": ["O", "C", "O", "C", "C", "F", "O", "H", "H", "H", "O", "C", "O", "C", "C", "F", "O", "H", "H", "H", "O", "C", "O", "C", "C", "F", "O", "H", "H", "H", "C", "O", "C", "O", "O", "C", "H", "H", "H", "H", "H", "H", "C", "O", "C", "O", "O", "C", "H", "H", "H", "H", "H", "H", "Cl", "C", "C", "Cl", "H", "H", "H", "H", "Cl", "C", "C", "Cl", "H", "H", "H", "H", "Cl", "C", "C", "Cl", "H", "H", "H", "H", "Cl", "C", "C", "Cl", "H", "H", "H", "H"], "positions_angstrom": [[0.958, -5.635, -1.261], [0.018, -5.074, -0.799], [0.049, -3.865, -0.248], [-1.281, -3.586, 0.236], [-2.162, -4.642, -0.415], [-2.655, -4.111, -1.604], [-1.238, -5.622, -0.657], [-1.248, -3.829, 1.296], [-1.580, -2.561, 0.085], [-2.991, -4.952, 0.213], [2.012, 0.328, 2.860], [0.988, 0.377, 2.255], [-0.057, 1.100, 2.626], [-1.118, 1.068, 1.704], [-0.391, 0.451, 0.468], [0.114, 1.453, -0.351], [0.728, -0.181, 1.042], [-1.862, 0.359, 2.075], [-1.547, 2.028, 1.470], [-0.929, -0.202, -0.200], [-3.112, -0.386, -0.005], [-3.790, -0.091, -0.947], [-4.890, -0.745, -1.355], [-5.253, -0.235, -2.625], [-4.380, 0.971, -2.775], [-5.250, 2.015, -2.710], [-3.508, 0.961, -1.742], [-4.942, -0.932, -3.396], [-6.350, -0.083, -2.708], [-3.952, 1.068, -3.769], [8.929, 0.948, 0.256], [7.988, 0.445, 1.224], [6.786, 0.988, 1.305], [6.516, 2.042, 0.793], [6.072, 0.335, 2.263], [4.749, 0.825, 2.412], [9.758, 0.232, 0.287], [9.242, 1.942, 0.601], [8.483, 0.970, -0.717], [4.239, 0.487, 1.517], [4.862, 1.882, 2.402], [4.300, 0.358, 3.275], [2.113, 0.678, -6.050], [0.860, 1.301, -5.840], [-0.090, 0.825, -4.967], [-1.050, 1.438, -4.722], [0.347, -0.361, -4.360], [-0.633, -0.931, -3.453], [1.942, -0.306, -6.515], [2.640, 0.572, -5.132], [2.755, 1.310, -6.642], [-1.643, -1.006, -3.933], [-0.610, -0.251, -2.643], [-0.255, -1.903, -3.180], [4.906, -3.078, 0.093], [3.306, -2.962, 0.904], [3.331, -3.826, 2.140], [1.740, -3.813, 2.924], [2.547, -3.219, 0.167], [3.210, -1.922, 1.210], [4.061, -3.444, 2.853], [3.456, -4.882, 1.997], [-5.319, -4.136, 1.334], [-5.545, -3.254, 2.823], [-4.299, -3.129, 3.587], [-2.956, -2.466, 2.676], [-6.287, -3.790, 3.465], [-5.917, -2.301, 2.512], [-3.943, -4.019, 4.114], [-4.493, -2.417, 4.402], [0.095, 4.394, 2.690], [1.836, 4.617, 2.151], [1.866, 4.490, 0.667], [3.551, 4.461, 0.114], [2.515, 3.926, 2.652], [2.106, 5.642, 2.422], [1.398, 5.303, 0.120], [1.481, 3.562, 0.309], [-2.043, 4.967, -0.380], [-3.752, 5.312, 0.157], [-4.356, 4.168, 0.927], [-3.467, 3.660, 2.338], [-4.269, 5.700, -0.719], [-3.591, 6.190, 0.834], [-4.547, 3.335, 0.285], [-5.301, 4.664, 1.283]], "smiles": "O=C1OC[C@@H](F)O1.O=C1OC[C@@H](F)O1.O=C1OC[C@@H](F)O1.COC(=O)OC.COC(=O)OC.ClCCCl.ClCCCl.ClCCCl.ClCCCl", "energy_ev": -163495.8526, "total_charge": 0}